Record 1
# C26H34Cl2F6N2OPdSSb

C26H34Cl2F6N2OPdSSb as an isolated structure (ωB97M-V/def2-TZVPD, the Open Molecules 2025 dataset).

Kohn-Sham gap (alpha / beta): 6.92 / 6.25 eV
highest occupied orbital energy (alpha / beta): -15.208 / -15.208 eV
net charge: +2
multiplicity: 2
<S²>: 0.755

Element x y z (Å)
1 Pd 0.346 1.917 -1.307
2 C -1.042 2.710 5.410
3 C -0.253 1.488 4.910
4 C 1.147 1.478 5.543
5 C -0.996 0.215 5.314
6 C -0.104 1.605 3.402
7 C 0.556 2.698 2.840
8 C 0.677 2.826 1.475
9 N 0.156 1.911 0.647
10 C -0.444 0.810 1.154
11 C -0.591 0.648 2.514
12 C -0.868 -0.172 0.148
13 C -1.547 -1.340 0.408
14 C -1.922 -2.192 -0.635
15 C -1.594 -1.781 -1.927
16 C -0.912 -0.606 -2.150
17 N -0.546 0.167 -1.118
18 C -2.654 -3.503 -0.406
19 C -3.991 -3.457 -1.166
20 C -1.780 -4.639 -0.961
21 C -2.929 -3.756 1.074
22 H -1.157 2.641 6.492
23 H -2.038 2.751 4.967
24 H -0.528 3.648 5.195
25 H 1.048 1.398 6.625
26 H 1.702 2.392 5.332
27 H 1.736 0.627 5.194
28 H -1.081 0.183 6.399
29 H -0.462 -0.688 5.007
30 H -2.010 0.185 4.910
31 H 0.986 3.470 3.463
32 H 1.188 3.663 1.030
33 H -1.081 -0.238 2.885
34 H -1.792 -1.587 1.430
35 H -1.869 -2.372 -2.789
36 H -0.653 -0.268 -3.141
37 H -3.853 -3.332 -2.240
38 H -4.626 -2.648 -0.804
39 H -4.521 -4.397 -1.011
40 H -1.597 -4.529 -2.030
41 H -2.289 -5.591 -0.810
42 H -0.817 -4.687 -0.447
43 H -3.570 -2.985 1.508
44 H -2.010 -3.828 1.660
45 H -3.452 -4.705 1.182
46 F 0.775 1.358 -3.215
47 Sb 0.586 2.527 -4.906
48 F 1.970 1.525 -5.651
49 F 1.845 3.573 -3.979
50 F 0.288 3.741 -6.262
51 F -0.772 3.257 -3.795
52 F -0.640 1.201 -5.398
53 Cl 0.634 4.453 -1.344
54 C -1.120 4.874 -1.500
55 Cl -2.145 3.569 -0.904
56 H -1.307 5.014 -2.555
57 H -1.275 5.761 -0.898
58 C 4.884 1.016 -1.286
59 S 3.304 1.068 -2.102
60 O 2.408 1.578 -0.908
61 C 2.888 -0.635 -2.254
62 C 2.689 -1.112 -3.545
63 C 2.327 -2.441 -3.713
64 C 2.150 -3.258 -2.605
65 C 2.335 -2.760 -1.318
66 C 2.711 -1.440 -1.134
67 H 4.817 0.446 -0.362
68 H 5.188 2.044 -1.097
69 H 5.565 0.544 -1.995
70 H 2.807 -0.455 -4.399
71 H 2.183 -2.834 -4.710
72 H 1.873 -4.294 -2.743
73 H 2.207 -3.411 -0.463
74 H 2.862 -1.043 -0.137

***

Record 2
# C4H13NO2

A 2-piece molecular cluster, C4H13NO2 overall at a distorted geometry (ωB97M-V/def2-TZVPD, the Open Molecules 2025 dataset).

Kohn-Sham gap: 9.63 eV
highest occupied orbital energy: -8.872 eV
multiplicity: 1

Element x y z (Å)
1 C 1.845 1.425 -0.837
2 C 1.167 0.198 -0.269
3 C 0.466 -0.594 -1.402
4 N 0.203 0.536 0.799
5 C -1.016 1.205 0.417
6 O -1.744 1.530 1.615
7 H 1.140 2.061 -1.364
8 H 2.377 1.979 -0.060
9 H 2.669 1.157 -1.503
10 H 1.865 -0.454 0.256
11 H 0.011 0.140 -2.045
12 H 1.282 -1.001 -2.014
13 H -0.075 -1.458 -1.028
14 H 0.025 -0.274 1.380
15 H -0.705 2.170 0.007
16 H -1.664 0.657 -0.269
17 H -0.985 1.557 2.217
18 H -2.321 -3.714 2.135
19 H -2.640 -3.597 0.676
20 O -1.899 -3.521 1.287

***

Record 3
# C4H15N3O

A 2-piece molecular cluster, C4H15N3O overall at a distorted geometry (ωB97M-V/def2-TZVPD, the Open Molecules 2025 dataset).

Kohn-Sham gap: 9.71 eV
highest occupied orbital energy: -8.761 eV
multiplicity: 1

Element x y z (Å)
1 C 1.015 1.258 0.846
2 N 0.158 1.403 2.013
3 C 0.208 0.638 -0.364
4 C 0.713 1.344 -1.620
5 N 0.191 -0.840 -0.488
6 C -0.909 -1.263 -1.406
7 N -2.028 -1.725 -0.537
8 H 1.346 2.258 0.552
9 H 1.987 0.744 0.990
10 H 0.414 0.975 2.880
11 H -0.739 1.773 1.775
12 H -0.851 0.797 -0.091
13 H 0.404 2.382 -1.616
14 H 1.784 1.286 -1.747
15 H 0.175 0.886 -2.473
16 H 1.112 -1.264 -0.509
17 H -0.507 -2.165 -1.876
18 H -1.446 -0.575 -2.053
19 H -1.739 -2.539 -0.019
20 H -2.310 -0.949 0.043
21 H 0.397 -0.762 2.237
22 H 0.133 -1.948 1.301
23 O 0.494 -1.712 2.164

***

Record 4
# C14H14ClN3O3

One molecule with the formula C14H14ClN3O3 (ωB97M-V/def2-TZVPD, the Open Molecules 2025 dataset).

Kohn-Sham gap: 9.58 eV
highest occupied orbital energy: -9.061 eV
multiplicity: 1

Element x y z (Å)
1 C -1.198 -3.723 2.461
2 C -1.648 -3.771 1.011
3 H -2.739 -3.816 0.938
4 H -1.222 -4.639 0.494
5 O -1.198 -2.595 0.337
6 C -2.071 -1.989 -0.482
7 O -3.163 -2.422 -0.753
8 C -1.511 -0.763 -1.058
9 C -0.456 0.029 -0.622
10 N -0.296 1.015 -1.543
11 N -1.173 0.884 -2.549
12 C -1.918 -0.153 -2.266
13 H -2.710 -0.464 -2.916
14 C 0.646 2.058 -1.567
15 C 1.132 2.479 -2.801
16 C 2.058 3.503 -2.859
17 C 2.503 4.109 -1.695
18 C 2.002 3.702 -0.470
19 C 1.068 2.683 -0.399
20 H 0.651 2.403 0.556
21 H 2.330 4.184 0.438
22 H 3.231 4.904 -1.742
23 H 2.435 3.829 -3.817
24 H 0.766 1.999 -3.694
25 N 0.357 -0.083 0.495
26 C -0.099 -0.288 1.756
27 O -1.259 -0.356 2.073
28 C 1.002 -0.453 2.803
29 H 1.192 -1.519 2.940
30 H 0.660 -0.024 3.745
31 Cl 2.549 0.317 2.369
32 H 1.349 0.094 0.374
33 H -1.550 -2.804 2.922
34 H -1.608 -4.574 2.998
35 H -0.113 -3.758 2.523

***

Record 5
# C2H4N3O

An isolated ion of composition C2H4N3O and charge +1 at a distorted geometry (ωB97M-V/def2-TZVPD, the Open Molecules 2025 dataset).

Kohn-Sham gap (alpha / beta): 8.47 / 9.02 eV
highest occupied orbital energy (alpha / beta): -15.925 / -15.681 eV
net charge: +1
multiplicity: 1

Element x y z (Å)
1 C 0.121 1.707 -2.046
2 C 0.238 -0.658 0.649
3 N 0.004 0.463 -1.437
4 N 0.575 2.627 -1.264
5 N 0.163 0.323 -0.263
6 O 0.893 2.673 -0.118
7 H 0.099 1.802 -3.152
8 H -0.046 -1.655 0.066
9 H 1.192 -0.811 1.191
10 H -0.280 -0.302 1.603

***

Record 6
# C4H40BO28

C4H40BO28 as an isolated structure at a distorted geometry (ωB97M-V/def2-TZVPD, the Open Molecules 2025 dataset).

Kohn-Sham gap: 8.27 eV
highest occupied orbital energy: -6.780 eV
net charge: -1
multiplicity: 1

Element x y z (Å)
1 O -23.143 -18.403 -25.109
2 C -23.908 -17.456 -24.887
3 O -24.680 -17.436 -23.920
4 B -25.028 -16.005 -23.646
5 O -24.311 -15.255 -24.722
6 C -23.738 -16.156 -25.362
7 O -23.074 -15.872 -26.328
8 O -24.681 -15.647 -22.279
9 C -25.660 -15.201 -21.745
10 O -25.783 -14.916 -20.575
11 C -26.778 -15.266 -22.598
12 O -26.473 -15.739 -23.723
13 O -27.861 -14.722 -22.423
14 O -23.217 -15.166 -19.191
15 H -22.665 -14.654 -19.701
16 H -24.031 -15.157 -19.691
17 O -21.357 -19.120 -22.664
18 H -21.340 -18.258 -22.262
19 H -21.058 -19.107 -23.535
20 O -23.432 -12.611 -24.353
21 H -24.220 -13.098 -24.626
22 H -23.789 -11.976 -23.773
23 O -23.965 -19.542 -22.220
24 H -24.096 -19.237 -23.100
25 H -23.033 -19.627 -22.162
26 O -27.452 -11.748 -20.363
27 H -27.997 -11.059 -19.904
28 H -28.053 -12.430 -20.690
29 O -22.556 -13.463 -21.379
30 H -22.094 -12.647 -21.466
31 H -22.410 -13.992 -22.180
32 O -21.913 -14.781 -23.498
33 H -21.117 -14.841 -23.993
34 H -22.497 -14.361 -24.104
35 O -24.930 -12.369 -21.971
36 H -25.070 -11.415 -21.780
37 H -24.013 -12.563 -21.729
38 O -29.511 -13.122 -21.390
39 H -29.524 -13.548 -20.537
40 H -28.946 -13.732 -21.867
41 O -20.524 -18.445 -25.241
42 H -21.424 -18.391 -25.588
43 H -20.141 -17.619 -25.021
44 O -26.225 -12.672 -25.210
45 H -26.788 -13.425 -25.028
46 H -26.482 -11.967 -24.619
47 O -21.497 -13.656 -26.699
48 H -21.948 -12.818 -26.632
49 H -22.227 -14.293 -26.799
50 O -26.239 -16.466 -17.927
51 H -26.041 -15.596 -17.662
52 H -27.088 -16.390 -18.414
53 O -24.462 -17.829 -20.197
54 H -24.706 -18.371 -20.905
55 H -24.020 -17.101 -20.704
56 O -25.937 -13.750 -17.382
57 H -25.700 -13.210 -18.154
58 H -26.686 -13.244 -17.093
59 O -22.231 -16.734 -21.585
60 H -21.644 -16.182 -21.015
61 H -22.189 -16.253 -22.359
62 O -24.670 -12.073 -19.313
63 H -25.056 -12.418 -20.139
64 H -25.375 -11.695 -18.808
65 O -28.515 -15.812 -19.692
66 H -27.789 -15.289 -19.948
67 H -28.859 -15.146 -19.053
68 O -27.620 -11.367 -23.231
69 H -27.034 -12.008 -22.762
70 H -28.504 -11.636 -23.090
71 O -20.321 -16.211 -27.588
72 H -20.030 -17.079 -27.805
73 H -21.187 -16.255 -27.199

***

Number 1: E_tot -3481.34773 hartree. Number 2: E_tot -365.40823 hartree. Number 3: E_tot -400.85410 hartree. Number 4: E_tot -1392.10070 hartree. Number 5: E_tot -317.63174 hartree. Number 6: E_tot -2308.27162 hartree.